[1]
{"formula": "C4H5NO3", "method": "ωB97M-V/def2-TZVPD", "elements": ["C", "C", "C", "C", "H", "H", "H", "H", "H", "N", "O", "O", "O"], "positions_angstrom": [[0.15208, -0.92613, -1.03929], [1.18983, -0.29795, -0.41794], [0.60982, 0.35404, 0.81944], [-0.65637, 0.30125, 0.54952], [-1.08963, -1.56532, -2.95049], [0.69425, -2.25755, -2.16166], [2.40498, -0.27218, -0.42058], [0.48470, 1.53239, 1.91396], [-2.48581, 0.78852, 1.72283], [0.05607, -1.36200, -2.43281], [1.37794, 1.19695, 1.66089], [-1.45478, 1.11035, 1.20006], [-0.94481, -0.46720, -0.42905]], "fmax_ev_per_a": 7.45, "e_above_lowest_kj_mol": 606.5, "smiles": "Nc1cc(O)c(O)o1", "charge": 0, "orbital_gap_ev": 7.8, "lumo_energy_ev": 0.08}



[2]
{"formula": "C4H6N4", "method": "ωB97M-V/def2-TZVPD", "elements": ["C", "C", "C", "C", "H", "H", "H", "H", "H", "H", "N", "N", "N", "N"], "positions_angstrom": [[-1.46769, -0.09719, -0.11803], [0.49611, 0.97449, -0.25071], [1.87154, 0.31095, -0.02818], [1.09084, -1.04432, 0.07855], [-2.52833, -1.76942, -0.11916], [-2.39380, 1.66317, 0.35127], [2.54359, 0.62819, -0.82982], [2.42863, 0.62617, 0.85561], [1.13778, -1.63534, 0.98905], [1.29936, -1.82128, -0.65989], [-2.54679, -0.75868, -0.04357], [-1.52162, 1.28632, 0.02394], [-0.28671, 1.92775, -0.01051], [-0.12292, -0.29082, -0.23853]], "fmax_ev_per_a": 3.47, "e_above_lowest_kj_mol": 274.4, "smiles": "[H]/N=c1/[nH]nc2n1CC2", "charge": 0, "orbital_gap_ev": 8.8, "lumo_energy_ev": 0.77}



[3]
{"formula": "C9H19NO5P", "method": "ωB97M-V/def2-TZVPD", "elements": ["O", "C", "N", "C", "C", "O", "P", "O", "H", "H", "H", "H", "H", "H", "H", "C", "C", "O", "C", "H", "H", "H", "H", "H", "H", "C", "C", "O", "C", "H", "H", "H", "H", "H", "H"], "positions_angstrom": [[-1.45799, 0.94528, -0.16140], [-1.41130, -0.19705, -0.46330], [-1.49417, -1.33601, -0.82458], [-0.32587, -2.29165, -1.02884], [0.90310, -1.53756, -1.59952], [2.01972, -2.05167, -0.96037], [1.64960, -2.32706, 0.74365], [0.04713, -2.90484, 0.11059], [-0.71080, -3.01253, -1.75270], [0.97507, -1.72156, -2.67328], [0.81336, -0.45483, -1.44311], [2.92872, -1.84993, 1.19517], [1.09975, -0.96179, 0.79491], [1.21064, -2.54247, 2.10838], [2.11760, -3.68269, 0.64152], [3.30486, 1.32689, 2.48247], [4.55649, 0.61005, 2.93875], [4.56947, -0.55728, 3.23080], [5.81201, 1.46009, 3.02123], [2.46965, 0.63328, 2.41102], [3.08089, 2.11957, 3.20056], [3.47029, 1.78368, 1.50555], [5.65695, 2.29171, 3.71155], [6.04301, 1.88296, 2.04182], [6.64483, 0.84963, 3.36212], [-6.59839, 0.96484, -2.53262], [-5.09768, 1.03547, -2.73337], [-4.55976, 0.44771, -3.63879], [-4.33839, 1.89323, -1.75113], [-7.04165, 0.32987, -3.29569], [-6.82374, 0.56283, -1.54331], [-7.03082, 1.96580, -2.58773], [-4.51385, 1.54935, -0.73084], [-4.69577, 2.92324, -1.82271], [-3.27296, 1.85346, -1.95678]], "fmax_ev_per_a": 0.76, "charge": -1, "orbital_gap_ev": 7.0, "lumo_energy_ev": 2.74}



[4]
{"formula": "C2H3F2OP", "method": "ωB97M-V/def2-TZVPD", "elements": ["C", "C", "O", "F", "F", "P", "H", "H", "H"], "positions_angstrom": [[-1.40195, -0.69541, 0.21713], [1.51287, 0.06170, 0.35470], [-2.45729, -0.56173, -0.33152], [2.36118, 0.98047, 0.00596], [2.08706, -1.14749, -0.07562], [-0.09943, 0.55948, -0.22071], [-1.24549, -1.58240, 0.88689], [-0.22004, 1.60492, 0.62391], [-0.53691, 0.78046, -1.46073]], "fmax_ev_per_a": 3.26, "e_above_lowest_kj_mol": 639.7, "smiles": "O=C[PH2]=C(F)F", "charge": 0, "orbital_gap_ev": [7.2, 7.2], "lumo_energy_ev": [-0.50, -0.50]}



[5]
{"formula": "C15H25O11S3", "method": "ωB97M-V/def2-TZVPD", "elements": ["C", "C", "C", "O", "C", "O", "C", "S", "C", "C", "C", "C", "O", "O", "C", "O", "S", "O", "O", "O", "O", "C", "O", "C", "S", "H", "H", "H", "H", "H", "H", "H", "H", "H", "H", "H", "H", "H", "H", "H", "H", "H", "H", "C", "C", "C", "O", "H", "H", "H", "H", "H", "H", "H"], "positions_angstrom": [[2.31686, -1.76990, 0.05171], [1.47771, -2.31611, -1.08515], [0.75250, -3.60067, -0.68512], [-0.66514, -3.50976, -0.88682], [-1.33230, -2.97626, 0.14391], [-0.80400, -2.43118, 1.09816], [-2.81954, -3.14366, -0.02898], [-3.77586, -1.66748, 0.35783], [-3.00088, -0.43196, -0.75391], [-1.93749, 0.35399, 0.08326], [-0.52754, 0.43733, -0.52966], [0.17050, 1.63661, 0.07356], [0.02942, 2.75944, -0.35075], [0.96281, 1.36808, 1.13457], [-2.56505, -1.04103, -2.09160], [-3.09289, -0.28346, -3.17021], [-3.60239, 1.11909, -2.58376], [-4.74591, 1.59930, -3.24705], [-2.47361, 1.96969, -2.50015], [-3.98312, 0.54827, -1.15802], [2.26478, -2.65486, -2.23653], [3.12674, -1.68618, -2.65912], [4.30832, -1.75176, -2.38730], [2.64577, -0.54357, -3.53467], [0.94324, -0.64587, -4.17325], [1.83560, -1.89547, 1.00721], [2.54513, -0.72804, -0.13262], [3.27248, -2.27382, 0.08336], [0.71245, -1.61030, -1.37880], [0.99698, -3.92368, 0.31345], [1.07790, -4.37345, -1.36374], [-3.00882, -3.42446, -1.05556], [-3.17349, -3.96420, 0.57064], [-2.28664, 1.36284, 0.23935], [-1.85309, -0.09312, 1.05747], [0.02918, -0.42630, -0.18820], [-0.52293, 0.50893, -1.60486], [0.52104, 0.72544, 1.69939], [-3.11858, -1.97193, -2.16861], [-1.53859, -1.35623, -2.20250], [3.26892, -0.54988, -4.40901], [2.76029, 0.37040, -2.97412], [0.28840, -0.36652, -3.04250], [1.70758, 4.03609, 5.44998], [1.36290, 3.21787, 4.18353], [0.92261, 4.20201, 3.07647], [0.36615, 2.33034, 4.45007], [0.82832, 4.57650, 5.80895], [2.05645, 3.37554, 6.24761], [2.50447, 4.77610, 5.25701], [2.33954, 2.78860, 3.82789], [0.02684, 4.75803, 3.36624], [0.69829, 3.64987, 2.16677], [1.70772, 4.94073, 2.83414]], "fmax_ev_per_a": 2.27, "e_above_lowest_kj_mol": 30.2, "charge": -1, "orbital_gap_ev": 4.2, "lumo_energy_ev": 1.73}



[6]
{"formula": "C7H23GaN7O14", "method": "ωB97M-V/def2-TZVPD", "elements": ["O", "N", "O", "C", "Ga", "H", "H", "H", "H", "H", "C", "N", "O", "O", "H", "H", "H", "C", "N", "O", "O", "H", "H", "H", "C", "N", "O", "O", "H", "H", "H", "C", "N", "O", "O", "H", "H", "H", "C", "N", "O", "O", "H", "H", "H", "C", "N", "O", "O", "H", "H", "H"], "positions_angstrom": [[-3.06093, 5.36317, -1.47880], [-2.62334, 4.25850, -1.63337], [-3.02716, 3.42286, -0.69977], [-2.47809, 2.04396, -0.85565], [-0.75632, 1.56661, 0.17914], [-2.40395, 1.89102, -1.93491], [-3.30731, 1.42257, -0.51132], [-0.87213, -0.02051, 0.35019], [-0.76334, 2.40139, 1.55209], [0.50592, 1.97527, -0.74584], [-0.47969, 2.98289, -3.94008], [-0.42587, 1.56101, -4.38106], [-0.56423, 0.70393, -3.54180], [-0.22447, 1.34626, -5.56834], [-0.64822, 2.99608, -2.87247], [0.47073, 3.42874, -4.21978], [-1.28580, 3.45660, -4.49345], [1.88608, -2.36614, -0.86840], [2.06851, -1.47220, 0.30846], [3.00691, -0.70402, 0.30546], [1.22797, -1.55985, 1.17664], [2.69028, -2.17392, -1.56746], [1.88638, -3.38731, -0.49885], [0.90993, -2.12280, -1.28015], [-5.07952, 3.42228, 1.54636], [-5.38673, 2.02967, 1.97750], [-4.46484, 1.25427, 2.08712], [-6.55650, 1.76483, 2.19843], [-4.01442, 3.50079, 1.38495], [-5.63680, 3.60205, 0.63187], [-5.44470, 4.07610, 2.33338], [-0.42809, -1.15222, -7.31085], [-0.33193, -2.55907, -7.79081], [-0.41630, -3.45418, -6.97708], [-0.17183, -2.72024, -8.98636], [-0.57091, -1.14852, -6.23847], [0.49379, -0.65294, -7.59202], [-1.26161, -0.70151, -7.84084], [1.69877, -1.79794, 4.29461], [1.09323, -2.49779, 5.45890], [0.54518, -3.56429, 5.27578], [1.21005, -1.96110, 6.54681], [1.54163, -2.39487, 3.40635], [1.23077, -0.82243, 4.20081], [2.75121, -1.67967, 4.53444], [5.54530, -3.01156, 6.89027], [5.11505, -2.54067, 5.54342], [4.77428, -3.37405, 4.73005], [5.11913, -1.34144, 5.35882], [5.48158, -4.09223, 6.90255], [6.55720, -2.64914, 7.04480], [4.87513, -2.54826, 7.60869]], "fmax_ev_per_a": 0.33, "e_above_lowest_kj_mol": 0.0, "charge": -1, "orbital_gap_ev": 7.3, "lumo_energy_ev": 1.66}



[7]
{"formula": "C3H11N2", "method": "ωB97M-V/def2-TZVPD", "elements": ["C", "C", "C", "N", "N", "H", "H", "H", "H", "H", "H", "H", "H", "H", "H", "H"], "positions_angstrom": [[-0.48166, -1.47679, 0.47644], [-0.07409, -1.78266, -0.96798], [-0.99014, -0.79000, -1.72447], [1.67943, 3.62205, 1.25679], [0.07521, -0.21227, 1.00442], [-0.15773, -2.39257, 1.16759], [-1.57485, -1.51747, 0.53067], [0.95992, -1.49191, -1.01683], [-0.19094, -2.89257, -1.28056], [-0.81130, 0.05773, -1.12019], [-0.86997, -0.46930, -2.83013], [1.57803, 4.52503, 1.76723], [1.91800, 2.84489, 1.77897], [1.14846, 3.44037, 0.47895], [-0.05686, -0.22243, 2.06530], [-2.15150, -1.24212, -1.58621]], "s2": 0.7543, "fmax_ev_per_a": 3.72, "e_above_lowest_kj_mol": 122.2, "charge": 0, "orbital_gap_ev": [10.3, 8.8], "multiplicity": 2, "lumo_energy_ev": [1.05, -0.44]}



[8]
{"formula": "C27H37F4IN5NiO2", "method": "ωB97M-V/def2-TZVPD", "elements": ["Ni", "C", "C", "N", "C", "C", "C", "C", "N", "C", "C", "F", "C", "F", "C", "C", "F", "C", "F", "H", "H", "H", "H", "H", "H", "H", "H", "H", "H", "H", "H", "H", "H", "H", "C", "N", "C", "C", "N", "H", "H", "H", "H", "H", "H", "C", "C", "C", "C", "C", "C", "C", "O", "C", "C", "C", "H", "H", "H", "H", "H", "H", "H", "H", "H", "H", "H", "H", "N", "C", "O", "C", "I", "H", "H", "H", "H"], "positions_angstrom": [[-0.73970, 0.58375, -1.04564], [2.99048, -0.45388, -0.00712], [1.79162, -0.69118, -2.68691], [2.38504, 0.44566, -2.95451], [3.75561, 0.42005, -3.49569], [3.77563, 0.17493, -4.99621], [1.59535, 1.64368, -3.26899], [0.44184, 1.97434, -2.31579], [0.60519, 1.76654, -0.92721], [0.97443, 2.74870, -0.01691], [0.12970, 3.21149, 0.99105], [-1.15041, 2.79639, 1.02779], [0.55998, 4.11797, 1.94195], [-0.30038, 4.50675, 2.88550], [1.83671, 4.63950, 1.91186], [2.67602, 4.22122, 0.89876], [3.91996, 4.69401, 0.81908], [2.25847, 3.29621, -0.03842], [3.11923, 2.89339, -0.99258], [2.80236, -0.72866, 1.02907], [2.68139, 0.56673, -0.19305], [4.04124, -0.60413, -0.24721], [0.71413, -0.69646, -2.60534], [2.16520, -1.60414, -3.12879], [4.29687, -0.36217, -2.96257], [4.23111, 1.36671, -3.23815], [3.25398, -0.75061, -5.24589], [4.80397, 0.09784, -5.34632], [3.29968, 0.99145, -5.53951], [1.18919, 1.55252, -4.27952], [2.27494, 2.49422, -3.25590], [-0.44707, 1.28039, -2.63108], [0.04851, 2.95965, -2.59224], [2.16447, 5.35892, 2.64801], [-3.62707, -3.34562, -3.00237], [-3.78227, -1.89169, -2.85930], [-5.07662, -1.28975, -3.18175], [-2.89536, -1.18813, -2.23746], [-2.11726, -0.56494, -1.64965], [-4.01471, -3.62472, -3.98000], [-4.18309, -3.86218, -2.21917], [-2.56439, -3.58504, -2.98913], [-5.34753, -1.57026, -4.19788], [-5.00679, -0.20659, -3.12081], [-5.84445, -1.64379, -2.49226], [-1.99202, -0.67116, 7.13230], [-1.90343, -0.44917, 5.65278], [-0.70129, -0.62184, 4.97499], [-0.59840, -0.43695, 3.60793], [0.74176, -0.62039, 2.95583], [-1.76386, -0.06546, 2.89107], [-1.75035, 0.17816, 1.48016], [-0.76724, 0.00139, 0.73705], [-2.99675, 0.12050, 3.56823], [-4.26159, 0.53697, 2.86056], [-3.03724, -0.07577, 4.93294], [-1.00630, -0.74849, 7.58612], [-2.53444, -1.59592, 7.33938], [-2.53814, 0.13952, 7.61459], [0.18371, -0.90109, 5.53374], [1.49476, -0.83652, 3.71198], [1.03632, 0.27668, 2.40816], [0.72556, -1.43769, 2.23386], [-2.67608, 0.54320, 1.03135], [-4.49358, -0.10541, 2.01101], [-4.19625, 1.56575, 2.50053], [-5.10241, 0.48333, 3.54825], [-3.97372, 0.06371, 5.45998], [3.60989, -3.08831, -0.95413], [2.31152, -2.65848, -0.69022], [2.15385, -1.27604, -0.84346], [1.26000, -3.36190, -0.30663], [-0.20748, -2.79293, -4.24334], [3.90188, -2.94021, -1.91257], [3.75637, -4.05419, -0.69799], [0.33507, -2.86955, -0.04854], [1.30471, -4.44083, -0.28765]], "fmax_ev_per_a": 1.41, "e_above_lowest_kj_mol": 391.8, "charge": 1, "orbital_gap_ev": [6.0, 6.0], "lumo_energy_ev": [-3.41, -3.41]}